Entry 1:
ORCA calculation (the ωB97M-V functional and the def2-TZVPD basis) on a structure of composition C19H28N2O4.

Geometry as XYZ:
```
53
C19H28N2O4, DFT the ωB97M-V functional and the def2-TZVPD basis
C -4.814 -2.249 2.057
C -4.815 -1.398 0.718
C -4.911 -2.137 -0.576
H -5.092 -1.610 -1.444
H -4.161 -3.031 -0.805
H -6.007 -2.946 -0.453
H -5.924 -0.845 0.951
O -3.806 -0.555 0.549
C -3.922 0.611 -0.077
O -4.832 0.954 -0.534
C -2.667 1.520 0.051
C -1.493 1.120 0.492
C -0.504 1.919 0.172
C 0.851 2.451 0.605
C 1.366 3.520 -0.039
C 0.539 4.410 -0.529
C -0.677 4.053 -0.897
C -1.315 2.980 -0.391
N -2.426 2.641 -0.671
H -3.340 3.001 -0.969
H -1.340 4.915 -1.616
H 0.967 5.442 -0.847
H 2.401 3.898 0.345
O 1.422 1.470 1.468
C 2.891 1.655 1.142
C 3.459 0.158 1.937
O 2.972 -0.190 3.280
H 2.037 0.240 3.266
C 2.792 -1.071 1.201
N 3.572 -1.139 -0.129
H 3.918 -0.080 -0.504
C 2.733 -1.641 -1.456
C 3.778 -1.691 -2.480
H 4.566 -2.483 -2.235
H 4.094 -0.817 -2.776
H 3.301 -1.968 -3.329
C 1.630 -0.685 -1.908
H 1.976 0.317 -1.735
H 0.865 -0.532 -0.914
H 0.966 -0.973 -2.503
C 2.314 -3.085 -0.822
H 2.908 -3.556 -0.378
H 1.367 -2.998 -0.186
H 1.755 -3.615 -1.839
H 2.975 -1.901 1.563
H 1.937 -0.995 0.988
H 4.553 0.021 2.015
H 3.466 1.524 0.435
H 3.228 2.381 1.962
H -1.281 0.212 1.207
H -4.737 -1.572 2.806
H -3.970 -2.853 1.853
H -5.569 -2.799 1.975
```

As for the electronic energy: -1150.59679 Eh. Its HOMO-LUMO gap is 8.556 eV. The value obtained for the energy relative to the best compared isomer or geometry (same formula, charge and spin) is 20.103 eV. The charge is 0.

Entry 2:
ORCA calculation (the ωB97M-V functional and the def2-TZVPD basis) on an isolated molecule of C19H28N2O4.

Geometry as XYZ:
```
53
C19H28N2O4, DFT the ωB97M-V functional and the def2-TZVPD basis
C 6.150 2.620 -1.417
C 4.939 2.458 -0.510
O 3.820 2.221 -1.341
C 2.601 1.970 -0.779
C 2.372 2.018 0.592
C 1.122 1.779 1.132
C 0.052 1.492 0.296
C -1.328 1.240 0.789
O -2.323 1.517 0.141
N -1.401 0.642 2.002
C -2.649 0.291 2.641
C -2.757 -1.227 2.829
O -2.588 -1.712 3.936
N -3.020 -1.977 1.744
C -3.165 -1.535 0.376
C -1.984 -2.031 -0.461
C -1.832 -3.555 -0.390
C -2.913 -4.279 -1.190
C -1.814 -3.992 1.080
C -2.997 -3.422 1.861
C 0.271 1.447 -1.075
C 1.522 1.662 -1.637
O 1.546 1.606 -2.996
C 2.729 1.301 -3.713
C 3.251 -0.100 -3.413
H 5.997 3.454 -2.096
H 6.300 1.717 -2.003
H 7.036 2.808 -0.817
H 4.785 3.371 0.081
H 5.089 1.613 0.175
H 3.182 2.264 1.260
H 0.992 1.861 2.201
H -0.557 0.374 2.481
H -2.686 0.734 3.642
H -3.462 0.698 2.038
H -4.099 -1.951 -0.017
H -3.227 -0.451 0.306
H -1.071 -1.561 -0.088
H -2.122 -1.713 -1.495
H -0.865 -3.820 -0.834
H -3.908 -4.074 -0.804
H -2.751 -5.354 -1.152
H -2.882 -3.966 -2.231
H -0.892 -3.636 1.546
H -1.827 -5.081 1.149
H -3.941 -3.823 1.479
H -2.911 -3.669 2.920
H -0.556 1.239 -1.736
H 2.415 1.366 -4.759
H 3.506 2.047 -3.528
H 2.465 -0.834 -3.570
H 3.590 -0.168 -2.382
H 4.085 -0.327 -4.071
```

As for the electronic energy: -1151.29728 Eh. As for the SMILES: CCOc1ccc(C(=O)NCC(=O)N2CCC(C)CC2)cc1OCC. Its HOMO-LUMO gap is 9.073 eV. The value obtained for the energy relative to the best compared isomer or geometry (same formula, charge and spin) is 1.042 eV. The charge is 0.

Entry 3:
ORCA calculation (the ωB97M-V functional and the def2-TZVPD basis) on an isolated molecule of C19H28N6O.

Geometry as XYZ:
```
54
C19H28N6O, DFT the ωB97M-V functional and the def2-TZVPD basis
C -3.593 -1.338 2.525
C -2.667 -1.914 1.519
C -1.311 -1.761 1.340
C -1.005 -2.544 0.208
N 0.211 -2.776 -0.393
C 1.345 -2.024 -0.294
C 2.526 -2.498 -0.889
C 3.684 -1.759 -0.772
C 4.979 -2.216 -1.362
C 3.623 -0.543 -0.074
C 4.749 0.275 0.073
N 5.650 0.980 0.204
C 2.378 -0.125 0.465
N 2.291 1.040 1.145
C 1.028 1.684 1.443
C 1.197 2.550 2.684
C 0.536 2.496 0.231
C -0.984 2.666 0.205
C -1.739 1.381 -0.160
C -2.180 1.301 -1.630
C -3.025 0.036 -1.834
C -0.983 1.265 -2.586
O -2.974 2.453 -1.884
N 1.278 -0.865 0.352
N -2.091 -3.142 -0.264
N -3.088 -2.748 0.541
H -4.094 -2.127 3.086
H -4.356 -0.730 2.040
H -3.039 -0.713 3.219
H -0.624 -1.194 1.929
H 0.218 -3.548 -1.043
H 2.521 -3.437 -1.421
H 5.720 -2.357 -0.576
H 4.852 -3.152 -1.900
H 5.370 -1.463 -2.046
H 3.105 1.639 1.114
H 0.318 0.880 1.643
H 1.514 1.945 3.530
H 1.945 3.321 2.510
H 0.257 3.034 2.936
H 1.013 3.479 0.243
H 0.856 1.980 -0.674
H -1.313 3.009 1.187
H -1.255 3.442 -0.511
H -2.644 1.319 0.445
H -1.127 0.506 0.057
H -3.900 0.066 -1.189
H -2.444 -0.851 -1.600
H -3.362 -0.035 -2.867
H -1.321 1.095 -3.608
H -0.449 2.211 -2.558
H -0.306 0.461 -2.309
H -3.269 2.422 -2.800
H -4.023 -3.077 0.370
```

As for the electronic energy: -1144.62384 Eh. As for the SMILES: Cc1cc(Nc2cc(C)c(C#N)c(N[C@@H](C)CCCC(C)(C)O)n2)n[nH]1. Its HOMO-LUMO gap is 8.415 eV. The value obtained for the energy relative to the best compared isomer or geometry (same formula, charge and spin) is 0.444 eV. The charge is 0.

Entry 4:
ORCA calculation (the ωB97M-V functional and the def2-TZVPD basis) on an isolated molecule of C19H28N8O2.

Geometry as XYZ:
```
57
C19H28N8O2, DFT the ωB97M-V functional and the def2-TZVPD basis
C 4.188 -0.462 -2.746
C 3.862 1.008 -2.562
C 4.538 1.994 -3.285
N 4.305 3.320 -3.119
C 3.373 3.693 -2.204
C 2.639 2.777 -1.439
C 1.645 3.267 -0.422
O 1.846 4.308 0.195
N 0.555 2.507 -0.237
C -0.469 2.749 0.783
C -1.457 3.826 0.308
C -1.202 1.444 1.183
C -0.371 0.430 1.996
N 0.782 -0.040 1.241
C 1.727 -0.913 1.606
O 2.706 -1.014 0.874
C 1.623 -1.786 2.901
C 0.598 -2.929 2.712
C -0.217 -2.948 4.008
C 0.604 -2.114 4.980
N 1.203 -1.086 4.139
C 2.246 -0.308 4.838
C 2.583 1.012 4.163
N 1.831 2.095 4.300
N 2.409 3.047 3.487
N 3.464 2.421 2.970
C 4.353 3.039 2.009
N 3.630 1.162 3.379
C 2.904 1.411 -1.628
H 3.537 -0.912 -3.496
H 5.226 -0.601 -3.049
H 4.064 -1.005 -1.807
H 5.293 1.732 -4.012
H 3.225 4.758 -2.083
H 0.357 1.811 -0.936
H 0.019 3.133 1.689
H -2.239 3.994 1.049
H -0.957 4.783 0.156
H -1.956 3.536 -0.618
H -2.071 1.702 1.790
H -1.607 0.955 0.296
H -0.016 0.920 2.902
H -0.992 -0.408 2.320
H 1.032 0.505 0.436
H 2.621 -2.209 3.041
H -0.060 -2.805 1.849
H 1.123 -3.879 2.604
H -1.203 -2.499 3.876
H -0.378 -3.958 4.384
H -0.008 -1.638 5.750
H 1.351 -2.699 5.524
H 1.899 -0.074 5.846
H 3.149 -0.911 4.961
H 4.391 2.423 1.110
H 3.988 4.032 1.744
H 5.348 3.125 2.443
H 2.399 0.657 -1.040
```

As for the electronic energy: -1329.34295 Eh. As for the SMILES: Cc1cncc(C(=O)N[C@@H](C)CCNC(=O)[C@@H]2CCCN2Cc2nnn(C)n2)c1. Its HOMO-LUMO gap is 9.516 eV. The value obtained for the energy relative to the best compared isomer or geometry (same formula, charge and spin) is 1.075 eV. The charge is 0.

Results for F_max: 18.85, 0.70, 1.13, 2.91 (in eV/Å, following the order of the records).